Density functional theory data (wB97M-V/def2-TZVPD) for a structure of composition C13H24BaCl2NO4P2 in a non-equilibrium geometry.

Geometry as XYZ:
```
47
C13H24BaCl2NO4P2, DFT wB97M-V/def2-TZVPD
Ba 0.52 1.46 0.70
Cl -1.39 3.37 5.26
Cl 0.39 1.36 6.41
P 2.29 -1.29 0.90
P -2.23 0.60 -0.32
O -0.66 4.28 -0.18
O -0.73 0.95 2.87
O 1.03 2.23 3.51
O 1.62 2.84 -1.68
N -0.01 -1.19 -1.24
C -2.64 1.74 -1.71
C -1.16 -1.50 -1.86
C 2.57 -3.06 1.39
C -3.92 0.60 0.40
C -2.45 -0.91 -1.34
C 1.10 -1.83 -1.65
C -0.06 1.64 3.73
C -1.24 -2.38 -2.94
C -0.74 1.75 5.13
C 1.10 -2.68 -2.77
C 2.41 -1.58 -0.92
C -0.08 -2.95 -3.44
C 4.08 -0.89 1.06
H 4.35 -0.05 0.40
H 4.32 -0.62 2.10
H -3.66 1.46 -1.99
H -2.59 2.80 -1.40
H -0.92 5.13 -0.61
H 1.79 -3.71 0.97
H 2.60 -3.17 2.48
H -0.10 -3.59 -4.30
H 2.04 -3.11 -3.11
H -2.20 -2.62 -3.38
H -2.97 -1.65 -0.69
H 2.90 -0.68 -1.34
H 1.35 3.79 -1.70
H -0.92 4.45 0.75
H 3.55 -3.35 0.96
H -4.05 1.48 1.05
H 3.05 -2.47 -1.03
H -1.58 1.08 5.29
H -4.63 0.61 -0.44
H 4.65 -1.79 0.77
H -1.95 1.57 -2.54
H 2.29 2.84 -2.37
H -4.04 -0.31 1.01
H -3.08 -0.63 -2.19
```

## Properties
LUMO level: -2.941 eV
Kohn-Sham gap: 9.13 eV
Energy: -67864.6808 eV
ΔE to the lowest compared entry with this formula, charge and spin: 0.0000 eV
Charge: +1

The molecule's natural (NBO) atomic charges, reported in e, are given here: 1.804 -0.004 0.014 0.716 0.714 -0.987 -0.856 -0.742 -0.985 -0.530 -0.928 0.237 -0.895 -0.909 -0.738 0.218 0.750 -0.249 -0.338 -0.252 -0.743 -0.131 -0.916 0.223 0.251 0.228 0.241 0.503 0.240 0.252 0.234 0.228 0.230 0.260 0.237 0.498 0.492 0.222 0.248 0.247 0.241 0.225 0.228 0.234 0.498 0.246 0.243

---

Density functional theory data (wB97M-V/def2-TZVPD) for an isolated molecule of C13H24N2O4S in a non-equilibrium geometry.

Geometry as XYZ:
```
44
C13H24N2O4S, DFT wB97M-V/def2-TZVPD
S -2.60 -0.68 -1.23
O -1.74 -1.80 -1.48
O 3.88 -2.26 -0.62
O -3.36 -0.14 -2.32
O 2.51 2.23 -0.89
N -1.66 0.52 -0.51
N 2.75 0.22 0.09
C -2.22 1.85 -0.58
C 0.00 2.75 0.15
C -1.50 2.74 0.43
C 0.54 1.32 0.14
C 2.01 1.30 -0.27
C 4.13 0.13 -0.34
C -3.07 -1.97 1.16
C 2.31 -1.00 0.73
C -2.28 -1.11 2.14
C 4.29 -1.08 -1.26
C -0.26 0.50 -0.88
C -3.76 -1.14 0.09
C 2.54 -2.18 -0.22
H -1.90 3.76 0.36
H 0.05 -0.54 -0.92
H -2.40 -2.66 0.65
H 4.77 0.01 0.54
H -2.95 -0.45 2.69
H 5.34 -1.22 -1.53
H 0.53 3.34 0.90
H 4.39 1.05 -0.86
H 0.41 0.89 1.14
H 2.31 -3.12 0.29
H -3.28 1.77 -0.34
H -3.82 -2.55 1.71
H -1.75 -1.73 2.85
H -4.18 -0.22 0.48
H 2.92 -1.15 1.64
H -1.68 2.36 1.44
H -0.11 0.94 -1.88
H -1.57 -0.49 1.59
H 1.26 -0.96 1.02
H 3.70 -0.93 -2.18
H 1.88 -2.08 -1.10
H -2.13 2.26 -1.59
H -4.54 -1.70 -0.43
H 0.20 3.21 -0.83
```

## Properties
LUMO level: 0.635 eV
Kohn-Sham gap: 9.78 eV
Energy: -35875.9457 eV
ΔE to the lowest compared entry with this formula, charge and spin: 0.3659 eV

The molecule's natural (NBO) atomic charges, reported in e, are given here: 2.307 -0.954 -0.521 -0.943 -0.633 -0.695 -0.440 -0.222 -0.382 -0.408 -0.324 0.700 -0.259 -0.419 -0.244 -0.618 -0.078 -0.222 -0.638 -0.077 0.219 0.236 0.232 0.194 0.201 0.199 0.219 0.254 0.214 0.199 0.211 0.213 0.212 0.230 0.200 0.199 0.196 0.221 0.216 0.169 0.169 0.194 0.251 0.223

---

Density functional theory data (wB97M-V/def2-TZVPD) for a structure of composition C13H25BF2IrN6O2PS2 in a non-equilibrium geometry.

Geometry as XYZ:
```
53
C13H25BF2IrN6O2PS2, DFT wB97M-V/def2-TZVPD
Ir 0.64 0.30 -0.27
S 1.18 1.39 -2.22
S 1.06 -1.36 -1.97
P 1.08 -2.65 1.64
F -2.68 3.01 -2.84
F -3.79 1.35 -1.73
O -1.26 -0.73 0.13
O 1.36 -1.22 1.18
N -3.41 -1.35 0.09
N 2.73 -2.59 -5.10
N 2.94 1.92 -5.50
N 2.44 1.06 0.36
N -1.57 1.82 -1.11
N -2.14 -1.45 -1.84
C -0.61 1.92 2.25
C 0.41 3.82 0.95
C -0.69 1.86 -0.25
C -2.23 -1.15 -0.54
C 2.25 -0.21 -4.21
C -0.73 2.79 0.99
C 2.65 0.96 -4.93
C 0.39 -3.71 0.38
C 2.51 -1.52 -4.73
C 1.63 -0.08 -3.02
C -0.07 -2.64 3.01
C -2.06 3.54 0.99
C 2.61 -3.41 2.18
B -2.68 2.08 -1.89
H -0.67 2.55 3.14
H -0.55 -3.30 0.01
H 3.10 1.05 -0.42
H 0.34 -2.05 3.83
H -2.12 4.17 1.88
H 0.25 4.55 1.74
H 1.09 -3.83 -0.45
H 3.05 -2.82 2.99
H -2.91 2.85 1.01
H -2.96 -1.62 -2.40
H 2.42 -4.42 2.55
H 0.34 1.38 2.29
H 2.40 2.01 0.70
H 0.20 -4.69 0.82
H -1.42 1.18 2.30
H 3.30 -3.45 1.35
H -0.26 -3.65 3.36
H 2.76 0.44 1.10
H -4.25 -1.59 -0.41
H 0.44 4.35 0.00
H -2.15 4.18 0.11
H -1.27 -1.24 -2.31
H -1.00 -2.19 2.67
H 1.39 3.39 1.14
H -3.49 -1.01 1.03
```

## Properties
LUMO level (spin up / spin down): -3.470 / -4.761 eV
Kohn-Sham gap (spin up / spin down): 7.55 / 6.24 eV
Energy: -66832.0352 eV
Spin multiplicity: 2
ΔE to the lowest compared entry with this formula, charge and spin: 1.3279 eV
Charge: +1

The molecule's natural (NBO) atomic charges, reported in e, are given here: 0.942 0.146 -0.052 1.972 -0.467 -0.494 -0.738 -1.164 -0.795 -0.270 -0.257 -0.922 -0.801 -0.805 -0.603 -0.588 0.378 0.818 -0.366 -0.168 0.260 -1.023 0.268 -0.241 -1.013 -0.603 -1.010 1.314 0.234 0.261 0.427 0.264 0.227 0.237 0.276 0.264 0.215 0.415 0.264 0.194 0.411 0.265 0.219 0.269 0.261 0.424 0.415 0.234 0.226 0.432 0.261 0.170 0.417

---

Density functional theory data (wB97M-V/def2-TZVPD) for a cluster of 2 separate species, C13H25BrClNO in total.

Geometry as XYZ:
```
42
C13H25BrClNO, DFT wB97M-V/def2-TZVPD
Br -4.47 -0.77 4.08
Cl -0.15 0.12 3.95
O 1.07 -1.26 -2.04
N 0.22 -0.22 -1.59
C -0.47 -0.29 -3.91
C 1.39 -0.62 0.48
C 2.15 1.26 -0.96
C -2.96 -1.49 3.18
C 0.92 0.46 -0.49
C -0.01 1.38 0.33
C -1.30 1.54 -2.50
C 0.41 -1.57 3.85
C -0.67 -2.52 3.37
C -2.04 -2.30 4.03
C 1.11 1.50 -3.22
C 1.80 2.24 -2.08
C -0.08 0.64 -2.76
H -1.27 -0.96 -3.60
H -1.66 1.97 -3.44
H -0.21 2.34 -0.14
H 1.17 3.05 -1.70
H -0.33 -3.53 3.59
H -2.11 0.95 -2.06
H -1.10 2.38 -1.83
H -2.52 -3.27 4.22
H -0.96 0.88 0.51
H -2.56 -0.75 2.51
H -0.82 0.32 -4.76
H 2.71 2.71 -2.45
H 0.45 1.60 1.29
H 2.11 -1.28 0.01
H 0.53 -1.22 0.80
H 0.78 -1.84 4.83
H 1.23 -1.55 3.14
H 2.59 1.79 -0.11
H -1.92 -1.84 5.01
H 1.84 -0.15 1.36
H 0.77 2.21 -3.98
H 1.84 0.85 -3.70
H -0.75 -2.43 2.29
H 2.90 0.56 -1.33
H 0.37 -0.89 -4.22
```

## Properties
LUMO level (spin up / spin down): 2.520 / 2.002 eV
Kohn-Sham gap (spin up / spin down): 4.21 / 3.69 eV
Energy: -99986.4944 eV
Spin multiplicity: 2
Charge: -1

The molecule's natural (NBO) atomic charges, reported in e, are given here: -0.002 -0.081 -0.868 -0.228 -0.594 -0.590 -0.428 -0.155 0.102 -0.618 -0.617 -0.358 -0.421 -0.514 -0.424 -0.392 0.108 0.207 0.186 0.190 0.176 0.214 0.210 0.192 0.220 0.207 0.200 0.164 0.188 0.194 0.248 0.190 0.198 0.238 0.181 0.224 0.163 0.182 0.214 0.235 0.221 0.241

---

Please write out number 2 again, unchanged.
Density functional theory data (wB97M-V/def2-TZVPD) for an isolated molecule of C13H24N2O4S in a non-equilibrium geometry.

Geometry as XYZ:
```
44
C13H24N2O4S, DFT wB97M-V/def2-TZVPD
S -2.60 -0.68 -1.23
O -1.74 -1.80 -1.48
O 3.88 -2.26 -0.62
O -3.36 -0.14 -2.32
O 2.51 2.23 -0.89
N -1.66 0.52 -0.51
N 2.75 0.22 0.09
C -2.22 1.85 -0.58
C 0.00 2.75 0.15
C -1.50 2.74 0.43
C 0.54 1.32 0.14
C 2.01 1.30 -0.27
C 4.13 0.13 -0.34
C -3.07 -1.97 1.16
C 2.31 -1.00 0.73
C -2.28 -1.11 2.14
C 4.29 -1.08 -1.26
C -0.26 0.50 -0.88
C -3.76 -1.14 0.09
C 2.54 -2.18 -0.22
H -1.90 3.76 0.36
H 0.05 -0.54 -0.92
H -2.40 -2.66 0.65
H 4.77 0.01 0.54
H -2.95 -0.45 2.69
H 5.34 -1.22 -1.53
H 0.53 3.34 0.90
H 4.39 1.05 -0.86
H 0.41 0.89 1.14
H 2.31 -3.12 0.29
H -3.28 1.77 -0.34
H -3.82 -2.55 1.71
H -1.75 -1.73 2.85
H -4.18 -0.22 0.48
H 2.92 -1.15 1.64
H -1.68 2.36 1.44
H -0.11 0.94 -1.88
H -1.57 -0.49 1.59
H 1.26 -0.96 1.02
H 3.70 -0.93 -2.18
H 1.88 -2.08 -1.10
H -2.13 2.26 -1.59
H -4.54 -1.70 -0.43
H 0.20 3.21 -0.83
```

## Properties
LUMO level: 0.635 eV
Kohn-Sham gap: 9.78 eV
Energy: -35875.9457 eV
ΔE to the lowest compared entry with this formula, charge and spin: 0.3659 eV

The molecule's natural (NBO) atomic charges, reported in e, are given here: 2.307 -0.954 -0.521 -0.943 -0.633 -0.695 -0.440 -0.222 -0.382 -0.408 -0.324 0.700 -0.259 -0.419 -0.244 -0.618 -0.078 -0.222 -0.638 -0.077 0.219 0.236 0.232 0.194 0.201 0.199 0.219 0.254 0.214 0.199 0.211 0.213 0.212 0.230 0.200 0.199 0.196 0.221 0.216 0.169 0.169 0.194 0.251 0.223

---

What did the second record say?
Density functional theory data (wB97M-V/def2-TZVPD) for an isolated molecule of C13H24N2O4S in a non-equilibrium geometry.

Geometry as XYZ:
```
44
C13H24N2O4S, DFT wB97M-V/def2-TZVPD
S -2.60 -0.68 -1.23
O -1.74 -1.80 -1.48
O 3.88 -2.26 -0.62
O -3.36 -0.14 -2.32
O 2.51 2.23 -0.89
N -1.66 0.52 -0.51
N 2.75 0.22 0.09
C -2.22 1.85 -0.58
C 0.00 2.75 0.15
C -1.50 2.74 0.43
C 0.54 1.32 0.14
C 2.01 1.30 -0.27
C 4.13 0.13 -0.34
C -3.07 -1.97 1.16
C 2.31 -1.00 0.73
C -2.28 -1.11 2.14
C 4.29 -1.08 -1.26
C -0.26 0.50 -0.88
C -3.76 -1.14 0.09
C 2.54 -2.18 -0.22
H -1.90 3.76 0.36
H 0.05 -0.54 -0.92
H -2.40 -2.66 0.65
H 4.77 0.01 0.54
H -2.95 -0.45 2.69
H 5.34 -1.22 -1.53
H 0.53 3.34 0.90
H 4.39 1.05 -0.86
H 0.41 0.89 1.14
H 2.31 -3.12 0.29
H -3.28 1.77 -0.34
H -3.82 -2.55 1.71
H -1.75 -1.73 2.85
H -4.18 -0.22 0.48
H 2.92 -1.15 1.64
H -1.68 2.36 1.44
H -0.11 0.94 -1.88
H -1.57 -0.49 1.59
H 1.26 -0.96 1.02
H 3.70 -0.93 -2.18
H 1.88 -2.08 -1.10
H -2.13 2.26 -1.59
H -4.54 -1.70 -0.43
H 0.20 3.21 -0.83
```

## Properties
LUMO level: 0.635 eV
Kohn-Sham gap: 9.78 eV
Energy: -35875.9457 eV
ΔE to the lowest compared entry with this formula, charge and spin: 0.3659 eV

The molecule's natural (NBO) atomic charges, reported in e, are given here: 2.307 -0.954 -0.521 -0.943 -0.633 -0.695 -0.440 -0.222 -0.382 -0.408 -0.324 0.700 -0.259 -0.419 -0.244 -0.618 -0.078 -0.222 -0.638 -0.077 0.219 0.236 0.232 0.194 0.201 0.199 0.219 0.254 0.214 0.199 0.211 0.213 0.212 0.230 0.200 0.199 0.196 0.221 0.216 0.169 0.169 0.194 0.251 0.223